Computed, not measured: a molecular structure, C23H42N4ORbTa, with ωB97M-V/def2-TZVPD.

## Properties
* 2S+1: 1
* charge: +2
* HOMO-LUMO gap (alpha / beta): 0.2537 / 0.2537 Ha
* ΔE to the lowest compared entry with this formula, charge and spin: 24.6 kcal per mole
* calculated total energy: -34734.4974 eV

```
72
Properties=species:S:1:pos:R:3:mulliken_charge:R:1
N 1.931 -0.734 0.352 -0.492
C 3.120 -0.999 0.165 1.136
O 4.241 -1.286 -0.054 -0.470
Rb -0.560 -0.383 3.573 0.984
Ta 0.029 -0.470 -0.134 -1.039
N -0.699 -1.618 1.331 0.377
N 0.098 -1.552 -1.740 1.251
C -0.477 -3.010 1.908 1.433
C 0.647 -2.602 -2.626 0.820
C -1.367 -3.242 3.163 -1.803
C -0.853 -4.031 0.830 -1.394
C 0.984 -3.117 2.326 -1.301
C 1.370 -1.965 -3.818 -1.643
C -0.492 -3.484 -3.145 -1.525
C 1.651 -3.431 -1.844 -1.253
H -2.310 -2.662 3.156 0.416
H -0.813 -3.074 4.108 0.445
H -1.656 -4.303 3.193 0.450
H -1.945 -4.115 0.743 0.506
H -0.453 -5.025 1.099 0.554
H -0.461 -3.745 -0.157 -0.159
H 1.680 -2.745 1.564 0.116
H 1.203 -4.182 2.520 0.462
H 1.189 -2.565 3.266 0.330
H 0.697 -1.336 -4.417 0.324
H 1.748 -2.772 -4.466 0.529
H 2.229 -1.368 -3.488 0.288
H -1.116 -2.941 -3.866 0.401
H -1.125 -3.847 -2.327 0.218
H -0.065 -4.357 -3.660 0.481
H 2.072 -4.185 -2.530 0.527
H 1.178 -3.968 -1.012 0.207
H 2.475 -2.824 -1.453 0.221
C -2.128 -1.300 0.991 -1.231
H -2.179 -0.648 0.073 0.410
H -2.693 -2.219 0.754 0.473
H -2.647 -0.773 1.818 0.430
C -1.101 -0.772 -2.306 -1.614
H -1.281 0.184 -1.729 0.789
H -0.887 -0.469 -3.345 0.591
H -2.020 -1.381 -2.295 0.327
C -0.067 6.253 1.536 -1.675
C -0.452 4.799 1.594 0.258
C -1.043 4.262 2.739 -0.723
C -1.520 2.950 2.752 0.752
C -2.193 2.414 3.993 -2.034
C -1.350 2.149 1.610 -0.962
C -0.524 2.582 0.548 1.397
C -0.221 3.964 0.499 -1.347
N 0.088 1.626 -0.335 0.431
C 1.011 2.196 -1.402 1.364
C 0.212 3.122 -2.346 -1.719
C 2.207 2.851 -0.698 -1.432
C 1.600 1.118 -2.298 -1.406
H -0.895 6.898 1.859 0.427
H 0.786 6.464 2.196 0.356
H 0.213 6.544 0.515 0.376
H -1.164 4.895 3.624 0.451
H -1.469 2.053 4.755 0.314
H -2.753 3.213 4.502 0.456
H -2.929 1.622 3.776 0.373
H -1.970 1.239 1.492 1.008
H 0.254 4.419 -0.368 0.634
H -0.567 3.714 -1.859 0.452
H 0.917 3.798 -2.850 0.449
H -0.304 2.528 -3.111 0.347
H 2.786 2.086 -0.160 0.193
H 2.840 3.336 -1.455 0.515
H 1.932 3.606 0.041 0.422
H 2.069 0.296 -1.739 -0.122
H 0.884 0.732 -3.035 0.218
H 2.406 1.585 -2.891 0.650
```

***

Computed, not measured: a molecular structure, C23H43BCl2DyF4N3O4Si, with ωB97M-V/def2-TZVPD.

## Properties
* 2S+1: 6
* expectation value of S²: 9.3363
* HOMO-LUMO gap (alpha / beta): 0.3160 / 0.3159 Ha
* ΔE to the lowest compared entry with this formula, charge and spin: 0.0 kcal per mole
* calculated total energy: -105775.5447 eV

```
82
Properties=species:S:1:pos:R:3:mulliken_charge:R:1
C -0.135 5.457 -1.571 -1.743
C -0.226 4.564 -0.375 0.744
H -1.079 5.487 -2.129 0.209
H 0.652 5.131 -2.267 0.377
H 0.081 6.496 -1.270 0.448
C -0.731 4.990 0.788 0.110
C -1.276 6.351 1.042 -1.538
H -0.753 4.334 1.649 0.387
H -2.316 6.469 0.710 0.288
H -0.698 7.163 0.588 0.371
H -1.288 6.521 2.124 0.380
Dy 1.165 -2.275 -0.662 0.915
Cl 2.936 -2.942 -2.612 -0.554
C 2.653 -1.938 2.197 -0.063
O 1.618 -2.257 1.557 -0.224
N 2.629 -1.780 3.518 0.415
C 1.360 -1.999 4.211 -0.874
C 3.858 -1.609 4.286 -1.017
H 3.618 -1.773 1.681 0.427
H 0.845 -2.853 3.760 0.288
H 0.710 -1.114 4.139 0.101
H 1.561 -2.186 5.270 0.418
H 4.638 -1.299 3.582 0.329
H 4.156 -2.552 4.765 0.344
H 3.744 -0.845 5.061 0.359
H -1.271 -6.874 -3.030 0.344
H 1.796 -6.464 -3.279 0.295
C -1.055 -5.912 -2.558 -0.755
C 0.985 -6.185 -3.969 -0.829
N 0.021 -5.302 -3.327 0.218
H -0.750 -6.073 -1.515 0.221
C 0.305 -4.016 -3.158 -0.126
O -0.200 -3.265 -2.272 -0.526
H 1.423 -5.663 -4.825 0.315
H 1.073 -3.642 -3.846 0.576
H -1.922 -5.248 -2.595 0.248
H 0.452 -7.083 -4.287 0.307
H -3.314 1.070 -0.239 0.037
H -2.869 1.889 2.544 0.370
C -3.575 0.225 0.412 -0.868
C -2.912 0.800 2.715 -0.899
N -2.587 0.076 1.477 0.313
H -3.650 -0.690 -0.183 0.380
C -1.419 -0.581 1.299 -0.335
O -0.965 -1.004 0.202 -0.116
H -2.214 0.528 3.512 0.248
H -0.863 -0.728 2.240 0.300
H -4.537 0.448 0.884 0.404
H -3.941 0.560 3.016 0.360
O -0.808 2.326 -1.149 -0.286
C 0.254 3.134 -0.581 -0.319
C -0.056 2.092 1.697 0.094
C 0.805 2.518 0.693 0.927
H -1.123 2.114 1.477 0.728
C 0.457 1.778 2.962 -1.262
H 1.096 3.159 -1.291 0.397
C 2.190 2.466 0.881 -0.686
H -0.231 1.555 3.780 0.447
C 1.838 1.804 3.174 -0.694
C 2.705 2.101 2.119 -0.812
H 2.832 2.727 0.040 0.453
H 2.241 1.582 4.164 0.468
H 3.787 2.085 2.260 0.405
Si -1.274 1.929 -2.636 0.667
Cl 2.656 -0.420 -0.589 -0.445
C -2.419 0.444 -2.532 -0.941
C 0.241 1.322 -3.563 -1.023
C -2.127 3.347 -3.529 -1.316
H -2.091 -0.294 -1.779 0.051
H -2.462 -0.057 -3.516 0.455
H -3.434 0.776 -2.260 0.343
H -2.916 3.759 -2.883 0.322
H -2.587 3.007 -4.475 0.404
H -1.406 4.141 -3.766 0.298
H 1.184 1.463 -2.993 0.219
H 0.343 1.814 -4.546 0.375
H 0.097 0.233 -3.732 0.234
F 1.927 -4.531 -0.163 -0.387
B 0.885 -5.105 0.709 0.635
F 1.352 -5.211 2.006 -0.380
F -0.174 -4.127 0.575 -0.351
F 0.483 -6.335 0.187 -0.401
```

***

Computed, not measured: a molecular structure, C23H43BClMoN5, with ωB97M-V/def2-TZVPD.

## Properties
* 2S+1: 3
* expectation value of S²: 2.0316
* charge: -2
* HOMO-LUMO gap (alpha / beta): 0.0509 / 0.1387 Ha
* calculated total energy: -47049.3468 eV

```
74
Properties=species:S:1:pos:R:3:mulliken_charge:R:1
Mo 0.199 -1.562 -0.354 -0.664
Cl -0.437 0.176 -1.807 -0.754
C 2.948 -4.514 -0.215 -0.944
C 1.971 -2.516 -0.505 0.203
N 1.784 -3.878 -0.537 0.156
H 4.919 -3.686 0.280 0.503
N 3.296 -2.340 -0.215 0.033
H 3.057 -5.584 -0.205 -0.153
C 0.424 -4.419 -0.633 6.402
C 0.542 -5.921 -0.827 -4.523
C -0.325 -4.041 0.635 -1.910
H 1.036 -6.395 0.033 0.372
H -0.463 -6.345 -0.921 0.657
H 1.094 -6.146 -1.751 0.409
H -1.168 -4.372 -2.028 0.538
H 0.327 -3.725 -2.681 0.284
H -0.415 -2.939 0.888 0.098
C -0.298 -3.745 -1.788 -2.408
H 0.178 -4.508 1.491 0.285
H -1.341 -4.451 0.574 0.549
H -0.735 -2.709 -1.617 0.263
C 3.885 -3.554 0.011 0.001
C 4.055 -0.705 1.425 -1.740
H 4.644 -1.443 1.985 0.358
H 4.538 0.270 1.530 0.434
C 4.003 -1.062 -0.056 2.313
H 3.941 0.915 -0.776 0.490
C 5.409 -1.266 -0.597 -2.185
H 5.377 -1.637 -1.626 0.443
H 3.051 -0.640 1.865 0.226
H 2.326 0.307 -0.412 0.252
H 5.990 -1.967 0.012 0.438
H 5.929 -0.307 -0.601 0.417
C 3.303 0.028 -0.835 -1.922
H 3.175 -0.245 -1.888 0.376
C -3.819 3.598 -1.032 -0.515
N -3.405 2.531 -0.242 0.491
H -2.693 5.449 -1.514 0.374
N -1.827 3.978 -0.170 0.449
H -4.740 3.607 -1.585 0.395
C -4.045 1.218 -0.225 1.857
C -5.477 1.284 0.268 -1.945
C -4.054 0.683 -1.644 -1.748
H -6.101 1.924 -0.359 0.383
H -5.886 0.266 0.242 0.425
H -5.528 1.628 1.305 0.403
H -3.638 -0.667 0.695 0.495
H -3.158 0.739 1.688 0.424
H -3.057 0.722 -2.085 0.246
C -3.203 0.336 0.672 -1.509
H -4.762 1.232 -2.270 0.426
H -4.359 -0.365 -1.610 0.406
H -2.188 0.261 0.275 -0.047
C -2.815 4.510 -1.000 -0.497
C 0.238 4.224 -1.409 -1.548
H -0.214 4.861 -2.174 0.380
H 1.297 4.492 -1.311 0.418
C -0.446 4.454 -0.067 1.654
H 1.271 3.921 1.076 0.503
C -0.422 5.928 0.266 -1.893
H -0.900 6.114 1.234 0.402
H 0.165 3.173 -1.712 0.215
H 0.105 2.573 0.885 0.287
H -0.896 6.534 -0.512 0.383
H 0.631 6.222 0.349 0.451
C 0.208 3.652 1.044 -1.701
H -0.237 3.917 2.008 0.384
C -2.216 2.793 0.309 -0.651
B -0.036 0.006 3.958 0.347
C 0.020 -0.355 2.494 0.144
N 0.089 -0.726 1.371 -1.030
H -1.031 0.680 4.161 -0.195
H 0.991 0.603 4.229 -0.189
H -0.084 -1.072 4.540 -0.169
```

***

Number 1: molar mass 657.032 Da. Number 2: molar mass 773.910 Da. Number 3: molar mass 531.837 Da.